{"formula": "C7H8ClN3", "method": "ωB97M-V/def2-TZVPD", "elements": ["C", "C", "C", "C", "C", "C", "C", "N", "N", "N", "Cl", "H", "H", "H", "H", "H", "H", "H", "H"], "positions_angstrom": [[0.60828, 1.66845, -1.65696], [-1.57324, -0.11356, 1.19779], [0.50730, 1.12362, -0.40760], [-1.34095, -0.46055, -0.23028], [0.31683, 0.73322, 2.47745], [0.08559, -0.30272, -0.70270], [1.06457, -1.25111, -0.12684], [0.34548, 0.66887, -2.65332], [-0.62109, 0.07192, 2.04430], [-0.03570, -0.40811, -2.15941], [1.57643, 0.03199, 3.52405], [0.88415, 2.56838, -1.94053], [-2.63625, 0.09063, 1.54132], [-1.77467, -1.35295, -0.44969], [-1.89380, 0.09779, -0.91157], [0.65471, 1.53816, 0.56918], [0.63664, -2.31036, -0.10978], [1.36278, -0.98604, 0.91756], [1.83295, -1.40762, -0.92297]], "forces_ev_per_angstrom": [[-0.75, -5.06, 3.10], [-5.91, 0.21, -2.90], [-0.15, 0.07, -3.48], [1.22, 1.53, 1.70], [-2.29, -1.98, -0.70], [-1.07, 0.93, 1.12], [0.48, -3.12, -0.37], [-0.69, 0.69, -0.78], [5.69, 1.84, 4.46], [1.46, 0.44, 0.49], [0.32, 0.30, 0.36], [1.20, 4.16, -1.39], [1.53, -0.41, -0.37], [-0.57, -3.48, -0.41], [-1.36, 2.00, -0.81], [0.15, 0.32, -0.23], [0.20, 1.31, 0.29], [0.26, -0.31, -1.30], [0.29, 0.57, 1.24]], "multiplicity": 3, "s_squared": 2.009, "relative_energy_ev": 0.972, "orbital_gap_ev": [6.643, 7.206], "total_energy_ev": -24373.998}

{"formula": "C23H31FO21", "method": "ωB97M-V/def2-TZVPD", "elements": ["O", "C", "O", "C", "C", "F", "O", "H", "H", "H", "C", "C", "C", "O", "C", "O", "O", "H", "H", "H", "H", "H", "H", "C", "C", "C", "O", "C", "O", "O", "H", "H", "H", "H", "H", "H", "O", "C", "O", "C", "C", "O", "H", "H", "H", "H", "O", "C", "O", "C", "C", "O", "H", "H", "H", "H", "O", "C", "O", "C", "C", "O", "H", "H", "H", "H", "O", "C", "O", "C", "C", "O", "H", "H", "H", "H"], "positions_angstrom": [[1.05857, 1.52337, 0.63815], [-0.00433, 1.78505, 1.15191], [-1.00467, 0.90368, 0.99348], [-1.97028, 1.17262, 1.95879], [-1.64431, 2.66919, 2.33539], [-1.79116, 2.98195, 3.56619], [-0.34928, 2.72926, 2.01293], [-2.95992, 1.20106, 1.50283], [-1.86948, 0.53324, 2.83579], [-2.11574, 3.38811, 1.66530], [4.51697, -1.14585, -1.90563], [3.80915, -2.02366, -2.96413], [2.31351, -2.21021, -2.60427], [1.67362, -1.59389, -3.71495], [2.54279, -1.06840, -4.56876], [2.29712, -0.49494, -5.62437], [3.76247, -1.19661, -4.11737], [4.25904, -1.62728, -0.96233], [4.01653, -0.17754, -1.89991], [5.57683, -0.89896, -1.96776], [4.35830, -2.89874, -3.31164], [2.02087, -1.66121, -1.70925], [2.24520, -3.29612, -2.66940], [4.92059, -6.51064, 2.48833], [3.43593, -6.27837, 1.91415], [2.49218, -6.70644, 2.93979], [1.69442, -5.46846, 3.18248], [2.07076, -4.45503, 2.39449], [1.45704, -3.41555, 2.17402], [3.21995, -4.92352, 1.64788], [5.34427, -5.66885, 3.03602], [5.65138, -6.55936, 1.68107], [5.26824, -7.47456, 2.85992], [3.18173, -6.82928, 1.00863], [3.02827, -7.15223, 3.77763], [1.72333, -7.35751, 2.52379], [5.77704, 4.11663, -5.98035], [4.98431, 4.36174, -5.09314], [4.70679, 3.49901, -4.30569], [3.54513, 3.82087, -3.54453], [3.46528, 5.30962, -3.86016], [4.32335, 5.45457, -4.96286], [2.53203, 3.51719, -3.80817], [3.59015, 3.62374, -2.47345], [3.82287, 6.05509, -3.14989], [2.41642, 5.48271, -4.10110], [-7.39924, 1.69964, -0.75320], [-7.28160, 2.70947, -0.06751], [-8.16237, 3.53909, 0.28689], [-7.47668, 4.67859, 0.78317], [-5.96727, 4.40069, 0.72044], [-6.01088, 3.07302, 0.32797], [-7.71049, 5.55756, 0.18248], [-7.85346, 5.07320, 1.72679], [-5.54278, 4.44200, 1.72354], [-5.48365, 4.85651, -0.14353], [-3.39409, 2.59824, -7.15326], [-3.32123, 2.10867, -6.05490], [-2.25602, 2.29305, -5.27744], [-2.58042, 1.79511, -3.98477], [-3.81511, 0.85911, -4.28566], [-4.37428, 1.52868, -5.44749], [-1.74148, 1.33992, -3.45839], [-3.07189, 2.60648, -3.44788], [-4.33058, 0.60869, -3.35847], [-3.46425, -0.13296, -4.56992], [-3.42202, -1.52989, 8.72632], [-2.47110, -1.77771, 7.98610], [-1.57689, -0.86275, 7.60439], [-0.41343, -1.55731, 6.99906], [-1.01573, -2.78832, 6.56920], [-2.09786, -3.03561, 7.35144], [-0.03729, -1.04536, 6.11332], [0.34522, -1.66820, 7.77383], [-0.27116, -3.58096, 6.64295], [-1.19524, -2.82412, 5.49468]], "forces_ev_per_angstrom": [[-1.05, 1.84, 0.73], [2.45, -2.86, -1.11], [-0.43, -0.15, -0.23], [-1.54, 1.89, 0.55], [-1.83, -1.86, -3.12], [-0.72, 0.68, 3.32], [4.17, 1.16, -0.58], [-0.03, -0.72, 0.20], [-0.16, -0.11, -0.08], [-0.88, 0.12, 0.25], [-0.78, -0.67, 0.46], [1.29, 2.32, 0.58], [1.73, -0.27, -1.14], [-1.57, -0.46, 0.02], [-0.40, 1.92, -3.09], [-0.20, -1.29, 2.32], [1.15, -0.11, -0.52], [0.51, 0.17, 0.40], [-0.26, -0.03, -0.06], [0.00, -0.68, -0.36], [-0.20, -0.32, 0.66], [-0.05, -0.65, 0.13], [-1.28, 0.11, 0.67], [0.64, 0.32, -2.47], [3.19, -0.81, -0.02], [-2.66, 0.78, 0.42], [0.40, -0.16, 1.04], [-0.22, 0.24, -2.26], [2.28, -2.84, 1.04], [-1.71, 2.06, 0.93], [-0.75, -0.06, 0.58], [-0.23, 0.59, -0.91], [-1.27, -0.19, 0.98], [0.83, -0.05, -0.23], [-0.77, 0.55, 0.52], [0.25, -0.41, 0.38], [0.13, 1.22, 0.08], [4.42, 2.12, -7.84], [-3.34, -7.59, 7.12], [-0.55, 1.90, 1.24], [-0.70, 1.07, 0.85], [-1.49, 2.67, -0.45], [0.69, -1.55, -1.05], [0.85, -0.26, -0.15], [-0.25, -0.37, 0.54], [0.24, 0.75, -0.35], [-0.48, 1.99, 1.71], [3.50, -5.20, -3.17], [-1.72, 2.37, 1.23], [-0.37, 3.30, 0.25], [-1.38, -0.41, 0.02], [-0.23, -2.22, -0.22], [-0.12, -0.31, -0.74], [-0.01, -1.12, 0.50], [0.56, 0.56, -0.39], [0.32, 1.06, 0.81], [0.04, -0.92, 0.78], [-0.73, 2.39, -2.43], [0.48, -0.87, 0.69], [-2.19, -0.53, 0.04], [2.68, -0.55, 0.15], [0.23, -1.04, 1.65], [-0.09, 0.12, -0.28], [0.69, 0.33, 0.46], [-1.23, 1.10, -0.45], [0.12, -0.03, -0.60], [2.88, -1.60, -2.53], [-1.71, -0.34, 0.87], [1.08, -0.08, -0.41], [-0.18, 2.33, 0.72], [1.71, -2.71, -2.12], [-2.81, 1.61, 2.60], [0.03, 0.61, 0.52], [-0.06, 0.16, -0.03], [-0.05, -0.40, 0.47], [-0.88, 0.41, -0.12]], "orbital_gap_ev": 9.740, "total_energy_ev": -70063.231}

{"formula": "CH22MnO14", "method": "ωB97M-V/def2-TZVPD", "elements": ["Mn", "C", "O", "O", "O", "O", "H", "H", "O", "H", "H", "O", "H", "H", "O", "H", "H", "O", "H", "H", "O", "H", "H", "O", "H", "H", "O", "H", "H", "O", "H", "H", "O", "H", "H", "O", "H", "H"], "positions_angstrom": [[28.21078, 15.90518, -33.66842], [28.94528, 14.58207, -31.62912], [29.77922, 15.06121, -32.52385], [27.69075, 14.66505, -32.05980], [29.26293, 14.05625, -30.55875], [27.54876, 14.22766, -34.87491], [26.76736, 14.24118, -35.43916], [27.61002, 13.31045, -34.53507], [30.35348, 16.04098, -28.71101], [31.11074, 16.36346, -29.20955], [30.06010, 15.26336, -29.20692], [26.70562, 12.27528, -33.12101], [26.75747, 13.12313, -32.64152], [27.37414, 11.72481, -32.69710], [32.41795, 16.33375, -32.86140], [32.20834, 16.84412, -33.64628], [31.62998, 15.79677, -32.67751], [29.71775, 11.02769, -30.78504], [29.65540, 11.00857, -31.74425], [29.59599, 11.95737, -30.54343], [25.15875, 16.13027, -31.45558], [25.43538, 16.95595, -31.86081], [25.59558, 15.43089, -31.95667], [26.01685, 14.40518, -29.25572], [26.86491, 14.25829, -29.69205], [25.51957, 14.91050, -29.90836], [29.70843, 16.26783, -35.13611], [30.12530, 17.13794, -35.16692], [30.26071, 15.68125, -35.67320], [30.93835, 13.29072, -34.30352], [30.69152, 13.95048, -33.63119], [31.80754, 12.96632, -34.05088], [28.38486, 12.70097, -28.05143], [28.66031, 13.35253, -28.70862], [27.42430, 12.67750, -28.11896], [32.23776, 13.65405, -30.65420], [32.41027, 13.34508, -31.54696], [31.27312, 13.69527, -30.58134]], "forces_ev_per_angstrom": [[0.76, -2.10, 0.90], [-0.38, -0.56, -0.22], [0.08, 0.72, -0.01], [-0.25, 0.98, 0.04], [-0.05, 0.20, -0.53], [-0.05, 0.44, -0.62], [0.04, -0.12, -0.05], [-0.25, 0.00, 0.50], [-0.07, 0.07, -0.14], [0.08, -0.08, 0.05], [0.05, 0.13, 0.08], [0.24, 0.24, -0.39], [0.16, -0.29, 0.22], [-0.16, -0.10, 0.18], [-0.06, -0.10, -0.05], [0.05, 0.01, -0.01], [0.02, 0.13, 0.19], [-0.15, 0.07, -0.17], [0.16, 0.02, -0.02], [-0.04, -0.13, 0.11], [-0.22, -0.05, -0.36], [-0.05, 0.10, 0.17], [0.16, 0.00, 0.15], [0.09, -0.24, -0.10], [0.02, 0.08, 0.01], [-0.03, 0.17, 0.21], [0.00, 0.88, -0.31], [0.09, -0.08, -0.10], [-0.16, -0.38, 0.25], [-0.12, 0.19, -0.19], [0.01, -0.21, 0.15], [0.01, 0.02, -0.04], [0.02, -0.02, -0.07], [-0.05, -0.11, 0.11], [0.00, 0.07, 0.04], [-0.02, 0.14, -0.01], [0.01, -0.05, 0.05], [0.02, -0.02, 0.00]], "multiplicity": 6, "s_squared": 8.755, "relative_energy_ev": 1.468, "orbital_gap_ev": [7.469, 7.186], "total_energy_ev": -61381.006}

{"formula": "C4H8N2O2", "method": "ωB97M-V/def2-TZVPD", "elements": ["C", "C", "C", "C", "H", "H", "H", "H", "H", "H", "H", "H", "N", "N", "O", "O"], "positions_angstrom": [[-2.37805, 0.25703, -0.28473], [-0.48709, -0.14516, 0.35331], [0.74305, -1.07671, 0.20517], [1.80609, -0.00668, -0.22411], [-2.03835, 1.02938, 1.37102], [-2.43819, 1.28077, -1.40392], [-3.84925, -0.61626, -0.37537], [-0.98076, -0.34902, 1.38893], [1.03746, -1.19659, 1.28133], [0.67134, -1.97450, -0.46699], [3.34485, -1.09241, -0.47212], [1.62329, 2.10958, -0.32808], [3.11737, -0.04071, -0.29476], [1.22774, 1.19736, -0.41091], [-1.36000, -0.54360, -0.68331], [-0.03949, 1.16752, 0.34455]], "forces_ev_per_angstrom": [[-5.34, 2.59, -3.23], [2.74, -3.62, 1.47], [1.45, 2.36, 0.57], [3.39, -0.57, -0.02], [-1.49, -1.38, -3.62], [-0.25, -2.60, 3.81], [3.64, 2.25, 0.42], [0.86, 0.40, -2.04], [0.03, -1.01, -1.11], [-0.06, 0.98, 1.03], [-0.05, 2.23, 0.86], [0.60, 0.17, 0.32], [-1.89, -3.11, -1.00], [-3.28, -0.84, 0.44], [-0.88, 1.55, 2.56], [0.54, 0.59, -0.47]], "relative_energy_ev": 12.228, "orbital_gap_ev": 8.659, "total_energy_ev": -11341.885}